A single Br3HOSi molecule at a distorted geometry. Source: the OMol25 dataset; level of theory: the ωB97M-V functional and the def2-TZVPD basis.

Geometry (Å):
O -0.499 1.096 -0.868
Si 0.054 -0.096 0.315
Br 2.248 -0.128 0.417
Br -0.548 -2.063 -0.285
Br -0.927 0.283 2.244
H -0.328 0.909 -1.822

As for the multiplicity: 3. The net charge is 0. Its energy above the lowest of the compared OMol25 structures with the same formula, charge and spin is 0.0 kJ/mol. The HOMO-LUMO gap (alpha / beta) is 5.240 / 4.721 eV.

A molecular structure, C36H46ClCoN6O2SSbSi3. Source: the OMol25 dataset; level of theory: the ωB97M-V functional and the def2-TZVPD basis.

Geometry (Å):
Co 1.083 -1.603 -0.444
C -0.267 1.666 3.338
Sb -0.405 0.577 1.497
C 1.394 -0.730 1.330
C 2.402 0.362 1.566
C 3.109 1.004 0.539
C 4.108 1.907 0.855
C 4.362 2.203 2.183
C 3.590 1.564 3.144
N 2.655 0.673 2.856
Si 1.534 -2.002 2.774
C 0.697 -3.661 2.474
C 3.362 -2.434 2.884
C 0.856 -1.442 4.441
C -1.147 2.097 0.084
C -0.577 1.785 -1.275
C -1.142 2.317 -2.439
C -0.545 2.077 -3.660
C 0.625 1.334 -3.705
C 1.119 0.842 -2.514
N 0.525 1.034 -1.331
Si -3.054 1.789 0.106
C -4.044 3.210 -0.630
C -3.415 0.239 -0.864
C -3.670 1.587 1.870
Si -0.624 3.879 0.545
C 1.229 3.974 0.788
C -1.566 4.527 2.034
C -0.973 5.082 -0.855
H 0.320 1.049 4.012
H -1.277 1.789 3.730
H 0.206 2.636 3.233
H 2.905 0.756 -0.483
H 4.679 2.378 0.064
H 5.130 2.906 2.474
H 3.746 1.768 4.199
H 0.775 -3.990 1.440
H -0.344 -3.715 2.791
H 1.254 -4.376 3.087
H 3.556 -3.251 2.187
H 3.578 -2.795 3.893
H 4.044 -1.614 2.671
H -0.181 -1.098 4.370
H 1.452 -0.652 4.895
H 0.854 -2.305 5.111
H -2.034 2.922 -2.379
H -0.982 2.478 -4.566
H 1.139 1.131 -4.633
H 2.032 0.261 -2.491
H -4.042 3.199 -1.720
H -3.711 4.192 -0.297
H -5.082 3.095 -0.310
H -2.973 0.267 -1.861
H -4.495 0.121 -0.983
H -3.045 -0.653 -0.358
H -3.515 2.482 2.472
H -3.231 0.737 2.397
H -4.746 1.401 1.824
H 1.640 3.281 1.519
H 1.500 4.987 1.096
H 1.731 3.773 -0.161
H -1.542 3.876 2.904
H -2.611 4.714 1.782
H -1.129 5.485 2.327
H -0.380 4.862 -1.743
H -0.674 6.072 -0.498
H -2.020 5.143 -1.148
S -4.554 -4.237 -4.538
N -3.031 -3.880 -4.960
C -2.407 -3.485 -3.865
C -1.015 -3.076 -3.780
C -0.134 -3.096 -4.831
C 1.192 -2.696 -4.615
C 1.560 -2.278 -3.351
N 0.725 -2.231 -2.312
C -0.566 -2.647 -2.499
C -1.384 -2.651 -1.362
N -0.801 -2.223 -0.178
C -1.539 -2.373 0.933
C -2.829 -2.845 0.974
C -3.453 -3.215 -0.238
C -2.729 -3.118 -1.395
C -3.240 -3.504 -2.704
N -4.471 -3.912 -2.953
H -0.474 -3.428 -5.804
H 1.923 -2.705 -5.410
H 2.572 -1.944 -3.156
H -1.054 -2.116 1.864
H -3.333 -2.937 1.925
H -4.470 -3.582 -0.268
Cl 5.748 -1.734 -1.849
C 4.830 -2.933 -0.905
C 3.379 -2.565 -0.665
O 2.640 -3.437 -0.194
O 2.979 -1.390 -0.932
H 5.320 -3.046 0.060
H 4.869 -3.883 -1.430

As for the multiplicity: 4. The net charge is 0. The HOMO-LUMO gap (alpha / beta) is 5.145 / 6.126 eV.

2 unconnected molecules or ions with the total composition C2H6N2O at a distorted geometry. Source: the OMol25 dataset; level of theory: the ωB97M-V functional and the def2-TZVPD basis.

Geometry (Å):
C 2.392 0.316 -0.208
N 1.831 -0.653 0.422
H 2.678 1.220 0.412
H 2.641 0.376 -1.254
H 1.540 -1.388 -0.253
C -1.794 0.196 -0.133
N -1.126 0.104 1.042
O -1.354 -0.062 -1.252
H -2.831 0.534 0.033
H -0.156 -0.032 0.993
H -1.566 0.550 1.886

The net charge is 0. Its energy above the lowest of the compared OMol25 structures with the same formula, charge and spin is 142.3 kJ/mol. The HOMO-LUMO gap is 10.901 eV.

2 unconnected molecules or ions with the total composition C5H14S at a distorted geometry. Source: the OMol25 dataset; level of theory: the ωB97M-V functional and the def2-TZVPD basis.

Geometry (Å):
C -2.534 0.975 -0.450
C -2.893 -0.074 -1.459
H -1.662 0.806 0.239
H -2.353 1.938 -0.722
H -3.314 0.873 0.345
H -3.790 0.292 -2.175
H -2.085 -0.380 -2.227
H -3.440 -0.927 -1.028
C 1.958 -0.889 -0.392
C 1.192 -1.811 0.648
C 2.316 1.488 1.351
S 1.518 0.908 -0.155
H 3.046 -1.062 -0.290
H 1.746 -1.197 -1.304
H 0.202 -1.404 0.673
H 1.682 -1.604 1.588
H 1.494 1.949 1.931
H 2.557 0.786 2.041
H 3.046 2.178 1.129
H 1.312 -2.844 0.260

The net charge is 0. Its energy above the lowest of the compared OMol25 structures with the same formula, charge and spin is 171.7 kJ/mol. The HOMO-LUMO gap is 9.435 eV.

A single C24H20N4O molecule at a distorted geometry. Source: the OMol25 dataset; level of theory: the ωB97M-V functional and the def2-TZVPD basis.

Geometry (Å):
N -2.064 4.960 3.044
N -3.373 4.197 4.848
N -3.073 0.209 3.537
O 3.026 -0.449 -4.461
C -2.641 3.950 3.748
C -2.214 6.196 3.462
C -3.436 5.428 5.305
C -3.209 1.517 3.899
C -2.288 -0.086 2.487
C -2.855 6.492 4.638
C 1.385 -5.907 -2.017
C 0.538 -4.895 -2.506
C 2.702 -5.549 -1.778
C -1.718 2.259 2.132
C -0.613 1.250 -0.517
C 0.081 -0.682 0.760
C 0.172 0.824 -1.612
C 0.892 -1.060 -0.301
C 1.012 -3.590 -2.712
C 3.193 -4.235 -1.922
C -2.525 2.577 3.244
C -1.583 0.912 1.767
C -0.718 0.489 0.649
C 0.935 -0.353 -1.549
C 2.311 -3.213 -2.410
N 1.683 -0.812 -2.649
C 1.713 -0.140 -3.981
C 3.390 -1.724 -3.956
C 2.760 -1.820 -2.583
H -1.731 7.014 2.915
H -3.917 5.656 6.233
H -3.883 1.728 4.708
H -2.253 -1.108 2.111
H -2.901 7.509 4.990
H 1.072 -6.911 -1.898
H -0.523 -5.086 -2.714
H 3.356 -6.375 -1.432
H -1.118 3.042 1.693
H -1.212 2.170 -0.515
H 0.029 -1.344 1.632
H 0.123 1.439 -2.480
H 1.441 -2.003 -0.142
H 0.313 -2.861 -3.120
H 4.266 -4.055 -1.719
H 0.963 -0.561 -4.655
H 1.569 0.925 -3.873
H 4.494 -1.865 -3.880
H 2.998 -2.524 -4.643
H 3.431 -1.535 -1.775

The net charge is 0. The HOMO-LUMO gap is 7.713 eV.

A molecular structure, C41H58BeN5OSSi2Te. Source: the OMol25 dataset; level of theory: the ωB97M-V functional and the def2-TZVPD basis.

Geometry (Å):
Be 0.229 0.453 0.170
C 3.008 -0.222 -4.224
C 3.813 -1.389 -3.729
C 4.319 -2.330 -4.621
C 5.081 -3.402 -4.187
C 5.356 -3.561 -2.837
C 4.846 -2.649 -1.929
C 4.084 -1.575 -2.372
N 3.572 -0.654 -1.409
C 2.263 -0.559 -1.074
N 1.441 -1.454 -1.642
C 0.027 -1.539 -1.571
C -0.701 -0.618 -0.816
C -2.091 -0.792 -0.840
C -2.708 -1.804 -1.556
C -1.933 -2.703 -2.273
C -0.553 -2.592 -2.296
C 0.284 -3.570 -3.073
N 1.840 0.356 -0.224
C 2.799 1.334 0.199
C 3.062 2.421 -0.629
C 3.961 3.398 -0.243
C 4.597 3.291 0.987
C 4.338 2.207 1.805
C 3.446 1.204 1.426
C 3.224 0.005 2.302
H 3.299 0.033 -5.242
H 3.154 0.654 -3.594
H 1.939 -0.448 -4.230
H 4.124 -2.205 -5.677
H 5.468 -4.111 -4.905
H 5.955 -4.391 -2.493
H 5.027 -2.763 -0.869
H 4.217 -0.088 -0.879
H 1.905 -2.158 -2.198
H -2.725 -0.122 -0.267
H -3.785 -1.903 -1.550
H -2.405 -3.506 -2.823
H -0.344 -4.335 -3.527
H 1.011 -4.084 -2.438
H 0.837 -3.083 -3.882
H 2.542 2.487 -1.574
H 4.160 4.239 -0.890
H 5.295 4.052 1.306
H 4.840 2.124 2.760
H 3.558 0.204 3.319
H 3.780 -0.861 1.935
H 2.171 -0.278 2.328
C 1.530 -3.131 1.292
Si 0.645 -3.195 2.941
C 1.803 -2.651 4.310
C 0.057 -4.938 3.290
C -0.916 -2.137 2.832
Te -0.860 -0.052 2.389
C 0.035 0.703 4.179
Si -1.215 1.593 5.283
C -1.855 3.082 4.345
C -0.327 2.112 6.845
C -2.611 0.416 5.689
H 2.438 -3.733 1.320
H 1.810 -2.109 1.036
H 0.893 -3.514 0.495
H 2.712 -3.251 4.267
H 1.357 -2.808 5.292
H 2.103 -1.608 4.233
H 0.895 -5.634 3.301
H -0.647 -5.280 2.533
H -0.436 -5.002 4.258
H -1.523 -2.220 3.734
H -1.527 -2.532 2.016
H 0.836 1.372 3.869
H 0.490 -0.145 4.683
H -1.093 3.854 4.255
H -2.717 3.518 4.848
H -2.167 2.805 3.336
H 0.516 2.768 6.628
H 0.053 1.246 7.386
H -0.998 2.649 7.515
H -3.136 0.086 4.790
H -3.342 0.906 6.332
H -2.252 -0.466 6.217
C -1.323 4.135 -4.671
C -2.620 3.983 -3.888
C -2.604 2.780 -2.955
N -1.612 2.924 -1.889
C -1.724 2.745 -0.588
S -0.308 2.613 0.373
N -2.932 2.629 0.021
C -4.183 3.261 -0.221
O -5.182 2.711 0.155
C -4.162 4.617 -0.825
C -3.110 5.501 -0.600
C -3.166 6.780 -1.130
C -4.260 7.169 -1.890
C -5.313 6.290 -2.106
C -5.272 5.017 -1.564
H -1.394 4.954 -5.382
H -1.089 3.229 -5.230
H -0.479 4.360 -4.019
H -3.458 3.852 -4.575
H -2.820 4.888 -3.314
H -2.321 1.881 -3.514
H -3.579 2.586 -2.512
H -0.653 3.038 -2.187
H -2.912 2.097 0.885
H -2.265 5.209 0.010
H -2.360 7.475 -0.943
H -4.299 8.167 -2.305
H -6.169 6.601 -2.688
H -6.092 4.325 -1.700

The net charge is +1. Its energy above the lowest of the compared OMol25 structures with the same formula, charge and spin is 0.0 kJ/mol. The HOMO-LUMO gap is 7.855 eV.